Entry from the Open Molecules 2025 dataset: a 13-piece molecular cluster, C46H60ClN4O36 overall in a non-equilibrium geometry (ωB97M-V/def2-TZVPD).

Positions of all 147 atoms, in Å:
C -2.921 -0.377 -1.583
C -2.233 -0.777 -0.275
C -2.734 -1.761 0.548
C -2.059 -2.076 1.717
C -0.909 -1.407 2.052
C -0.389 -0.412 1.247
C 0.890 0.346 1.653
N 1.080 1.421 0.687
C 0.615 2.685 0.643
N -0.159 3.171 1.608
N 1.014 3.322 -0.489
C 1.727 2.409 -1.145
N 1.783 1.273 -0.463
Cl 2.586 -0.091 -1.039
C -1.073 -0.106 0.084
H -3.775 -1.012 -1.807
H -2.143 -0.425 -2.358
H -3.180 0.685 -1.496
H -3.655 -2.273 0.275
H -2.470 -2.859 2.351
H -0.447 -1.692 2.998
H 1.738 -0.348 1.643
H 0.774 0.748 2.666
H -0.806 3.926 1.450
H -0.152 2.717 2.512
H 2.166 2.660 -2.104
H -0.738 0.673 -0.605
C -2.014 0.520 6.595
C -0.961 -0.199 5.796
O -1.028 0.469 4.525
C -1.547 1.697 4.742
O -1.582 2.569 3.918
O -2.016 1.823 5.990
H -1.774 0.579 7.652
H -3.005 0.077 6.482
H 0.040 -0.072 6.211
H -1.169 -1.262 5.689
C 4.874 4.399 0.182
C 5.009 3.448 1.346
O 6.386 3.094 1.300
C 7.050 4.090 0.654
O 8.230 4.179 0.596
O 6.176 4.972 0.087
H 4.125 5.169 0.355
H 4.646 3.885 -0.757
H 4.798 3.928 2.304
H 4.377 2.565 1.246
C -6.666 -1.407 2.250
C -7.456 -2.577 2.784
O -6.448 -3.578 2.960
C -5.262 -2.947 3.103
O -4.247 -3.478 3.432
O -5.372 -1.624 2.823
H -7.072 -0.446 2.559
H -6.578 -1.421 1.162
H -7.917 -2.367 3.751
H -8.224 -2.918 2.094
C 8.494 5.650 -2.435
C 9.530 5.045 -3.349
O 9.380 5.819 -4.542
C 8.831 7.009 -4.193
O 8.729 7.941 -4.925
O 8.413 6.998 -2.904
H 8.787 5.618 -1.389
H 7.514 5.179 -2.544
H 10.547 5.170 -2.971
H 9.356 3.990 -3.544
C -3.324 -0.699 -6.394
C -3.378 0.775 -6.709
O -4.245 1.276 -5.684
C -4.199 0.407 -4.643
O -4.673 0.607 -3.571
O -3.539 -0.728 -4.981
H -2.368 -1.150 -6.652
H -4.123 -1.261 -6.882
H -2.404 1.259 -6.615
H -3.780 0.982 -7.697
C 0.957 -1.695 -6.081
C 1.385 -3.090 -5.706
O 0.328 -3.888 -6.234
C -0.260 -3.195 -7.234
O -1.067 -3.641 -7.983
O 0.190 -1.905 -7.267
H 1.800 -1.034 -6.278
H 0.315 -1.237 -5.323
H 2.322 -3.386 -6.181
H 1.474 -3.231 -4.632
C -4.401 2.961 1.209
C -4.499 4.169 2.109
O -5.882 4.509 2.035
C -6.562 3.385 1.681
O -7.742 3.279 1.694
O -5.704 2.392 1.313
H -3.640 2.252 1.534
H -4.214 3.229 0.166
H -4.248 3.938 3.147
H -3.879 4.998 1.771
C 1.480 -3.802 7.461
C 1.382 -2.601 8.366
O 0.000 -2.238 8.252
C -0.685 -3.350 7.870
O -1.870 -3.427 7.848
O 0.158 -4.353 7.520
H 2.216 -4.523 7.803
H 1.701 -3.531 6.425
H 1.599 -2.842 9.408
H 2.027 -1.784 8.051
C 8.348 11.256 -5.695
C 9.383 10.647 -6.605
O 9.237 11.412 -7.804
C 8.689 12.608 -7.466
O 8.589 13.534 -8.201
O 8.268 12.602 -6.173
H 8.639 11.232 -4.648
H 7.369 10.784 -5.801
H 10.400 10.776 -6.227
H 9.207 9.593 -6.793
C -2.265 -5.103 -3.419
C -2.050 -5.913 -2.172
O -0.658 -6.255 -2.249
C -0.057 -5.331 -3.027
O 1.124 -5.221 -3.162
O -0.966 -4.532 -3.638
H -3.016 -4.329 -3.294
H -2.530 -5.717 -4.280
H -2.218 -5.331 -1.262
H -2.661 -6.800 -2.139
C 0.555 -6.869 9.266
C 0.584 -7.727 10.505
O 1.949 -8.150 10.555
C 2.692 -7.245 9.871
O 3.877 -7.211 9.860
O 1.892 -6.372 9.191
H -0.158 -6.053 9.338
H 0.344 -7.445 8.363
H 0.355 -7.163 11.412
H -0.087 -8.581 10.443
C -7.179 -6.029 -5.023
C -6.283 -4.832 -5.226
O -5.311 -4.995 -4.188
C -5.275 -6.312 -3.862
O -4.455 -6.808 -3.153
O -6.287 -6.987 -4.446
H -7.602 -6.402 -5.952
H -7.989 -5.833 -4.317
H -5.774 -4.847 -6.192
H -6.810 -3.886 -5.119

Properties
electronic energy: -140861.341 eV
Kohn-Sham gap: 7.80 eV
charge: +1
HOMO energy: -0.422 Ha

Entry from the Open Molecules 2025 dataset: C46H60N6P2S2Ti as an isolated structure in a non-equilibrium geometry (ωB97M-V/def2-TZVPD).

Positions of all 117 atoms, in Å:
Ti 0.157 0.402 0.690
C 0.497 0.057 -5.478
C 0.523 -0.939 -4.318
C 0.838 -2.354 -4.795
P -0.963 -0.677 -3.230
C -2.489 -0.982 -4.257
C -2.468 -2.022 -5.376
C -3.003 0.351 -4.806
C -0.867 -2.158 -2.160
C -1.709 -3.264 -2.262
C -1.575 -4.362 -1.423
C -0.575 -4.365 -0.462
C 0.256 -3.265 -0.333
C 0.115 -2.151 -1.157
N 0.899 -0.997 -0.953
C 2.244 -1.136 -1.205
C 2.850 -2.321 -1.655
C 4.220 -2.398 -1.838
C 5.046 -1.307 -1.600
C 4.457 -0.109 -1.219
C 3.087 -0.006 -1.035
P 2.122 1.471 -0.663
C 1.622 1.995 -2.368
C 2.726 1.984 -3.423
C 0.847 3.308 -2.376
C 3.156 2.780 0.110
C 3.757 2.258 1.414
C 4.198 3.494 -0.751
H 1.494 0.164 -5.910
H -0.170 -0.276 -6.275
H 0.164 1.045 -5.157
H 1.341 -0.643 -3.648
H 0.091 -2.727 -5.493
H 1.802 -2.362 -5.309
H 0.901 -3.052 -3.961
H -3.211 -1.308 -3.496
H -1.834 -1.692 -6.200
H -2.106 -2.995 -5.053
H -3.474 -2.157 -5.781
H -3.011 1.123 -4.036
H -2.375 0.708 -5.624
H -4.016 0.242 -5.198
H -2.502 -3.273 -2.997
H -2.246 -5.205 -1.522
H -0.459 -5.207 0.207
H 1.015 -3.239 0.441
H 2.243 -3.198 -1.844
H 4.648 -3.336 -2.169
H 6.117 -1.379 -1.728
H 5.084 0.760 -1.064
H 0.900 1.207 -2.616
H 3.442 2.792 -3.281
H 3.276 1.043 -3.433
H 2.275 2.121 -4.407
H 1.467 4.155 -2.074
H 0.481 3.514 -3.384
H -0.014 3.266 -1.711
H 2.399 3.526 0.386
H 4.528 1.508 1.226
H 4.215 3.085 1.961
H 3.003 1.799 2.055
H 4.952 2.820 -1.154
H 3.744 4.023 -1.586
H 4.716 4.236 -0.138
C -3.331 0.520 4.439
C -2.459 0.719 5.499
C -1.102 0.551 5.296
C -0.632 0.175 4.032
N -1.480 0.036 3.009
C -2.780 0.199 3.210
C 0.790 -0.154 3.747
C 1.668 -0.391 4.803
C 2.949 -0.870 4.570
C 3.337 -1.142 3.270
C 2.464 -0.876 2.219
C 1.186 -0.340 2.409
H -4.400 0.636 4.548
H -2.830 1.010 6.474
H -0.414 0.725 6.110
H -3.417 0.087 2.337
H 1.355 -0.243 5.830
H 3.620 -1.049 5.400
H 4.317 -1.556 3.064
H 2.819 -1.088 1.216
S -0.824 -3.286 3.001
C -2.262 -3.065 3.760
N -2.296 -2.859 5.129
C -3.425 -2.702 5.846
C -4.624 -2.730 5.211
C -4.564 -2.892 3.804
N -3.475 -3.041 3.109
H -1.389 -2.826 5.572
H -3.304 -2.556 6.910
H -5.554 -2.616 5.741
H -5.488 -2.880 3.233
C -0.537 4.349 0.626
C -0.565 3.287 1.726
C 0.450 3.662 2.815
C -1.967 3.268 2.344
N -0.233 1.975 1.217
H -0.689 5.344 1.050
H -1.326 4.171 -0.108
H 0.419 4.346 0.104
H 0.168 4.597 3.305
H 1.448 3.784 2.392
H 0.503 2.873 3.566
H -2.299 4.288 2.553
H -1.974 2.715 3.280
H -2.684 2.804 1.663
S -4.074 -1.316 -0.133
C -3.931 0.256 -0.806
C -2.681 0.731 -0.602
N -1.845 -0.133 0.063
C -2.456 -1.248 0.361
H -4.751 0.743 -1.303
H -2.295 1.693 -0.908
H -1.985 -2.061 0.900

Properties
ΔE to the lowest compared entry with this formula, charge and spin: 0.1056 eV
electronic energy: -120981.804 eV
Kohn-Sham gap: 6.41 eV
HOMO energy: -0.242 Ha

Question: Look up the Kohn-Sham gap of the second one.
Answer: 6.41 eV